No. 1
A 2-piece molecular cluster, C5H13NP overall at a distorted geometry. Source: OMol25; level of theory: ωB97M-V with the def2-TZVPD basis set.

Summary:
Highest occupied orbital energy (alpha / beta) = -13.67 / -13.67 eV
Charge = +1
Molar mass = 118.14 g/mol
Electronic energy = -594.03853 hartree

Each line ends with the Löwdin charge.
Cartesian coordinates (Å):
1 C -3.81543 -0.18053 -0.37032  -0.24
2 C 0.95649 0.55354 -1.39802  -0.07
3 C 1.78206 -0.80562 0.42681  -0.06
4 C 0.78180 1.36019 0.86641  -0.08
5 C -1.37671 -0.64847 -0.00038  -0.16
6 N 0.83985 0.19849 0.00472  -0.34
7 P -2.56144 0.58230 0.46451  0.92
8 H -4.83311 0.07881 -0.11671  0.02
9 H -3.69437 -1.05291 -0.99442  0.02
10 H 0.12180 1.18902 -1.69162  0.10
11 H 1.88437 1.10145 -1.59701  0.11
12 H 0.95372 -0.34559 -2.01181  0.10
13 H 1.70347 -1.69060 -0.20256  0.10
14 H 2.80532 -0.41802 0.34061  0.12
15 H 1.61431 -1.07821 1.46673  0.10
16 H 0.69657 1.05782 1.90739  0.10
17 H 1.68364 1.97153 0.75390  0.11
18 H -0.07509 1.98256 0.60389  0.06
19 H -1.36110 -1.07110 -0.99294  0.06
20 H -0.98038 -1.28390 0.77900  0.05

---

No. 2
An isolated ion of composition C5H13NP and charge +1 at a distorted geometry. Source: OMol25; level of theory: ωB97M-V with the def2-TZVPD basis set.

Summary:
Highest occupied orbital energy = -13.80 eV
Charge = +1
Molar mass = 118.14 g/mol
Electronic energy = -594.09736 hartree

Each line ends with the Löwdin charge.
Cartesian coordinates (Å):
1 C 0.05343 2.11048 -0.19616  0.00
2 N 0.20103 0.76315 0.47419  -0.09
3 C 1.56461 0.22436 0.33230  -0.12
4 C 1.37877 -1.22248 -0.02944  -0.16
5 C -0.09875 -1.53275 0.03455  -0.24
6 C -0.75228 -0.32941 -0.27139  -0.49
7 P -2.63608 -0.04744 0.04002  0.92
8 H 0.97102 2.66368 -0.23523  0.10
9 H -0.25665 1.99589 -1.16495  0.06
10 H -0.76798 2.71715 0.16316  0.10
11 H -0.17755 0.73225 1.40215  0.17
12 H 2.15844 0.35456 1.25099  0.15
13 H 2.00255 0.69107 -0.62687  0.16
14 H 1.83998 -1.91819 0.59895  0.10
15 H 1.73710 -1.34560 -1.15270  0.17
16 H -0.35015 -2.35040 -0.62306  0.14
17 H -0.30979 -1.81508 1.06400  0.13
18 H -0.74049 0.09548 -1.36119  0.14
19 H -2.72428 -0.79342 1.09331  -0.15
20 H -3.09295 -0.99330 -0.79262  -0.11

---

No. 3
A 2-piece molecular cluster, C5H13NP overall at a distorted geometry. Source: OMol25; level of theory: ωB97M-V with the def2-TZVPD basis set.

Summary:
Highest occupied orbital energy (alpha / beta) = -13.30 / -13.30 eV
Charge = +1
Molar mass = 118.14 g/mol
Electronic energy = -594.04945 hartree

Each line ends with the Löwdin charge.
Cartesian coordinates (Å):
1 C 1.23518 1.80590 2.84059  -0.31
2 C -0.03605 -0.02061 -2.37533  -0.02
3 C -0.72182 0.35279 -0.10754  -0.05
4 C -1.28896 -1.68188 -1.24169  -0.05
5 C 0.80447 -0.38500 1.09979  -0.42
6 N -0.88607 -0.30549 -1.23399  -0.26
7 P 0.68385 0.03126 2.74896  1.00
8 H 0.48745 2.35261 3.43624  0.05
9 H 1.19113 2.21186 1.80699  0.05
10 H 0.63642 -0.87630 -2.36742  0.11
11 H -0.59444 -0.06866 -3.28673  0.10
12 H 0.37236 1.00349 -2.34479  0.12
13 H 2.13298 1.73304 3.33181  0.00
14 H -0.44505 1.33745 -0.20182  0.09
15 H -1.54916 0.19475 0.63745  0.14
16 H -1.44529 -1.91650 -2.35215  0.13
17 H -0.42242 -2.41386 -0.95215  0.14
18 H -2.18079 -1.86217 -0.67481  0.10
19 H 0.59302 -1.50761 0.90696  0.05
20 H 1.43319 0.01494 0.32963  0.04

---

No. 4
The molecule C5H13NS at a distorted geometry. Source: OMol25; level of theory: ωB97M-V with the def2-TZVPD basis set.

Summary:
Highest occupied orbital energy = -9.02 eV
Molar mass = 119.23 g/mol
Electronic energy = -651.22068 hartree

Each line ends with the Löwdin charge.
Cartesian coordinates (Å):
1 C -2.23761 0.96001 -1.48888  -0.11
2 C -2.20139 -0.19061 -0.48422  -0.27
3 C -0.87555 -0.94175 -0.29565  -0.25
4 N 0.21303 0.04224 -0.15159  -0.07
5 C 1.20517 -0.43200 0.81304  -0.33
6 C 2.54894 0.23187 0.57596  -0.56
7 S 3.91840 -0.57288 1.46730  0.69
8 H -1.55308 1.71647 -1.11190  0.06
9 H -2.00433 0.72529 -2.52614  0.07
10 H -3.22798 1.41542 -1.51342  0.07
11 H -2.38158 0.28097 0.49038  0.10
12 H -3.01713 -0.89864 -0.63812  0.10
13 H -0.79728 -1.53429 -1.20907  0.11
14 H -1.04872 -1.55715 0.58975  0.11
15 H -0.27671 0.84187 0.23531  0.09
16 H 1.35045 -1.49666 0.64271  0.10
17 H 0.87184 -0.32757 1.85083  0.12
18 H 2.83443 0.11183 -0.46416  0.06
19 H 2.52188 1.28772 0.79976  0.07
20 H 4.15724 0.33787 2.41810  -0.16

---

Relative energy (zero: lowest compared OMol25 entry of this formula, charge and spin)
In order: 290.6 136.1 261.9 61.1
Unit: kJ/mol